Entry from the OMol25 dataset: C51H48O11P2Pd as an isolated structure in a non-equilibrium geometry (ωB97M-V/def2-TZVPD).

XYZ file:
```
113
Properties=species:S:1:pos:R:3:lowdin_charge:R:1
C 0.308 3.432 2.524 -0.01
O -0.196 2.263 1.773 -0.10
C 0.472 1.083 1.618 -0.21
C -0.053 -0.035 2.586 -0.39
O 0.074 -1.209 2.291 0.09
O -0.720 0.386 3.665 -0.01
C -1.422 -0.626 4.469 0.00
C 1.983 1.213 1.784 -0.46
O 2.642 0.342 2.338 0.13
O 2.483 2.257 1.096 -0.06
C 3.873 2.157 0.704 -0.02
H -0.547 4.121 2.474 0.10
H 0.516 3.185 3.577 0.10
H 1.181 3.867 2.024 0.08
H -2.416 -0.225 4.676 0.09
H -1.496 -1.565 3.913 0.09
H -0.877 -0.774 5.406 0.09
H 4.054 3.027 0.062 0.10
H 4.521 2.189 1.587 0.10
H 4.047 1.230 0.140 0.10
C -1.627 -4.373 -7.354 -0.09
C -0.969 -3.232 -7.814 -0.08
C 0.189 -2.774 -7.184 -0.02
C 0.652 -3.482 -6.077 -0.28
O 1.719 -2.955 -5.318 -0.22
P 1.676 -1.522 -4.555 0.75
O 3.242 -1.297 -4.190 -0.21
C 4.337 -2.092 -4.578 -0.28
C 5.327 -1.508 -5.367 -0.01
C 6.425 -2.293 -5.733 -0.08
C 6.513 -3.620 -5.306 -0.10
C 5.511 -4.175 -4.504 -0.07
C 4.410 -3.405 -4.129 -0.02
O 1.434 -0.475 -5.769 -0.22
C 2.071 0.745 -6.004 -0.29
C 2.141 1.085 -7.354 -0.01
C 2.879 2.210 -7.708 -0.08
C 3.479 2.988 -6.719 -0.10
C 3.335 2.660 -5.365 -0.07
C 2.616 1.519 -4.991 -0.04
Pd -0.025 -1.301 -3.095 0.33
P -0.730 -3.219 -2.114 0.77
O -1.802 -3.894 -3.144 -0.23
C -2.601 -5.033 -2.999 -0.30
C -3.955 -4.886 -3.291 -0.01
C -4.810 -5.933 -2.942 -0.08
C -4.286 -7.113 -2.415 -0.10
C -2.909 -7.271 -2.237 -0.07
C -2.044 -6.226 -2.564 -0.02
O 0.321 -4.407 -1.706 -0.22
C 0.594 -4.809 -0.383 -0.29
C 0.519 -6.170 -0.092 -0.02
C 0.510 -6.557 1.252 -0.09
C 0.653 -5.604 2.260 -0.09
C 0.831 -4.258 1.928 -0.07
C 0.829 -3.856 0.596 -0.03
O -1.584 -3.102 -0.730 -0.21
C -2.975 -3.071 -0.575 -0.29
C -3.537 -3.991 0.304 0.00
C -4.929 -4.063 0.371 -0.08
C -5.713 -3.178 -0.370 -0.10
C -5.118 -2.226 -1.196 -0.08
C -3.725 -2.140 -1.280 -0.03
C -0.856 0.459 -2.253 -0.25
C -1.236 1.146 -3.526 -0.24
C -2.242 0.613 -4.354 -0.05
C -2.530 1.172 -5.605 -0.08
C -1.834 2.306 -6.037 -0.09
C -0.851 2.862 -5.214 -0.08
C -0.587 2.330 -3.946 -0.04
C 0.332 0.719 -1.490 -0.10
C 0.522 0.363 -0.078 -0.02
C 0.053 -4.653 -5.633 -0.02
C -1.099 -5.102 -6.279 -0.08
H -2.540 -4.707 -7.837 0.10
H -1.348 -2.681 -8.677 0.10
H 0.726 -1.901 -7.542 0.10
H 5.224 -0.469 -5.682 0.12
H 7.217 -1.849 -6.339 0.10
H 7.367 -4.231 -5.611 0.10
H 5.584 -5.201 -4.145 0.11
H 3.627 -3.806 -3.486 0.12
H 1.639 0.434 -8.064 0.12
H 2.965 2.454 -8.768 0.11
H 4.065 3.864 -7.002 0.10
H 3.783 3.287 -4.593 0.10
H 2.470 1.262 -3.935 0.10
H -4.302 -3.940 -3.709 0.12
H -5.884 -5.806 -3.103 0.11
H -4.961 -7.921 -2.134 0.10
H -2.488 -8.201 -1.854 0.11
H -0.959 -6.309 -2.461 0.10
H 0.431 -6.893 -0.901 0.11
H 0.396 -7.614 1.498 0.10
H 0.632 -5.903 3.309 0.10
H 0.966 -3.494 2.691 0.10
H 0.985 -2.810 0.334 0.11
H -2.885 -4.654 0.874 0.13
H -5.393 -4.800 1.027 0.11
H -6.804 -3.250 -0.321 0.10
H -5.721 -1.523 -1.770 0.11
H -3.223 -1.395 -1.897 0.09
H -1.693 0.039 -1.699 0.08
H -2.771 -0.282 -4.012 0.10
H -3.294 0.709 -6.240 0.11
H -2.047 2.724 -7.026 0.10
H -0.283 3.725 -5.579 0.11
H 0.127 2.815 -3.281 0.11
H 1.099 1.297 -2.030 0.08
H -0.235 -0.324 0.295 0.08
H 1.496 -0.113 0.110 0.11
H 0.494 -5.201 -4.789 0.12
H -1.579 -6.018 -5.931 0.11
```

Its charge is 0. Its total energy is -98246.1444 eV. Its LUMO energy is 0.01 eV. The HOMO energy is -0.2560 hartree. As for the orbital gap: 0.2564 hartree.

=====

Entry from the OMol25 dataset: C51H49As2CrN2OPS4 as an isolated structure in a non-equilibrium geometry (ωB97M-V/def2-TZVPD).

XYZ file:
```
111
Properties=species:S:1:pos:R:3:lowdin_charge:R:1
Cr -0.488 -0.453 -0.309 0.46
C -0.031 -4.046 1.061 -0.25
As 0.100 -2.877 -0.506 1.17
C -0.947 -3.923 -1.812 -0.29
C 1.893 -3.436 -1.103 -0.41
C 2.076 -4.779 -1.429 -0.11
C 3.281 -5.228 -1.938 -0.07
C 4.310 -4.324 -2.144 -0.07
C 4.140 -2.994 -1.801 -0.10
C 2.941 -2.529 -1.270 -0.42
As 2.733 -0.705 -0.543 1.19
C 4.291 0.158 -1.398 -0.28
C 3.676 -1.239 1.114 -0.28
H 0.331 -5.055 0.842 0.04
H -1.071 -4.094 1.393 0.02
H 0.576 -3.619 1.861 0.00
H -1.401 -4.784 -1.318 0.04
H -0.316 -4.260 -2.635 0.04
H -1.739 -3.299 -2.224 -0.01
H 1.259 -5.482 -1.280 0.10
H 3.417 -6.271 -2.182 0.11
H 5.255 -4.661 -2.548 0.11
H 4.966 -2.316 -1.958 0.09
H 5.199 -0.431 -1.278 0.02
H 4.471 1.133 -0.950 -0.04
H 4.080 0.304 -2.457 0.03
H 4.574 -1.808 0.870 0.04
H 3.019 -1.864 1.722 0.02
H 3.959 -0.355 1.686 0.01
C -5.576 3.930 -0.849 -0.07
C -4.559 4.489 -0.093 -0.07
C -3.365 3.813 0.077 -0.11
C -3.191 2.568 -0.515 -0.44
C -4.214 2.004 -1.271 -0.12
C -5.405 2.685 -1.433 -0.06
P -1.579 1.710 -0.539 1.12
C -0.559 2.757 0.534 -0.31
C 0.548 3.547 -0.090 -0.21
C 1.547 4.152 0.921 -0.20
C 1.166 4.134 2.358 -0.03
C 0.088 3.471 2.781 -0.07
C -0.745 2.729 1.865 -0.10
C -1.144 2.165 -2.238 -0.31
C -1.499 3.363 -2.818 -0.06
C -1.151 3.635 -4.145 -0.05
C -0.418 2.724 -4.856 -0.02
C -0.039 1.489 -4.287 -0.18
C 0.747 0.566 -5.004 -0.02
C 1.055 -0.635 -4.435 -0.06
C 0.578 -0.963 -3.153 -0.16
C -0.143 -0.094 -2.352 -0.21
C -0.444 1.168 -2.959 -0.22
H -6.498 4.471 -0.990 0.11
H -4.689 5.461 0.358 0.11
H -2.574 4.253 0.666 0.11
H -4.063 1.034 -1.728 0.12
H -6.198 2.250 -2.022 0.11
H 0.159 4.246 -0.841 0.15
H 1.886 5.146 0.619 0.15
H 1.807 4.676 3.037 0.11
H -0.203 3.471 3.821 0.11
H -1.544 2.137 2.292 0.09
H -2.051 4.103 -2.255 0.11
H -1.447 4.571 -4.595 0.11
H -0.114 2.935 -5.871 0.12
H 1.094 0.821 -5.995 0.12
H 1.674 -1.350 -4.958 0.11
H 0.817 -1.970 -2.813 0.04
O -1.615 -0.921 1.144 -0.39
C -2.665 -1.223 1.982 -0.59
C -3.811 -1.857 1.226 -0.48
C -5.113 -1.976 1.603 -0.14
C -5.866 -2.784 0.720 -0.16
C -5.121 -3.271 -0.302 -0.37
S -3.485 -2.730 -0.221 1.08
C -3.208 -0.013 2.726 -0.44
C -3.107 0.291 4.051 -0.11
C -3.802 1.472 4.400 -0.17
C -4.422 2.045 3.338 -0.36
S -4.191 1.143 1.893 1.11
C -2.219 -2.227 3.037 -0.45
C -2.918 -3.257 3.582 -0.10
C -2.180 -3.985 4.545 -0.16
C -0.930 -3.495 4.723 -0.37
S -0.637 -2.110 3.735 1.06
H -5.520 -1.510 2.484 0.12
H -6.912 -2.996 0.857 0.11
H -5.423 -3.914 -1.106 0.07
H -2.571 -0.305 4.768 0.10
H -3.846 1.864 5.401 0.10
H -5.018 2.937 3.309 0.07
H -3.928 -3.502 3.308 0.12
H -2.571 -4.842 5.065 0.11
H -0.151 -3.856 5.365 0.07
C 3.018 1.055 4.391 -0.07
C 1.929 0.009 4.136 -0.23
C 1.345 0.136 2.831 -0.26
N 0.930 0.241 1.766 0.17
H 3.425 0.913 5.388 0.08
H 2.616 2.062 4.319 0.07
H 3.831 0.957 3.674 0.07
H 1.137 0.094 4.883 0.11
H 2.357 -0.995 4.210 0.12
S 4.113 3.613 -0.290 0.93
C 3.386 3.468 -1.887 -0.38
C 2.151 2.974 -1.875 -0.18
N 1.608 2.648 -0.624 -0.06
C 2.527 3.060 0.446 -0.48
H 3.985 3.715 -2.740 0.07
H 1.535 2.836 -2.745 0.11
H 2.728 2.266 1.168 0.09
```

Its charge is +1. Its total energy is -261430.1769 eV. Its LUMO energy (alpha / beta) is -3.44 / -2.43 eV. The relative energy (zero: lowest compared OMol25 entry of this formula, charge and spin) comes out at 372.3 kJ/mol. The HOMO energy (alpha / beta) is -0.3570 / -0.3577 hartree. As for the orbital gap (alpha / beta): 0.2305 / 0.2682 hartree. The expectation value of S² is 3.849. As for the spin multiplicity: 4.

=====

- Which value of charge does entry 1 give?
  0